ORCA calculation (ωB97M-V/def2-TZVPD) on C28H46NO2P2Pt as an isolated structure.

```
80
Properties=species:S:1:pos:R:3:mulliken_charge:R:1
Pt -0.1345 0.9952 0.5508 1.19
C -0.1837 -3.3948 2.8053 -1.39
C -0.3629 -2.3323 1.7450 1.14
C 0.4352 -2.5732 0.4898 -1.91
P -0.1410 -0.6056 2.2706 -0.16
C -1.2694 -0.1594 3.6869 0.84
C -0.5955 -0.3410 5.0511 -1.50
C -2.5617 -0.9098 3.5689 -1.26
C 1.6748 -0.4665 2.5885 0.20
C 2.2393 -0.9676 3.7425 -0.77
C 3.5650 -0.6961 4.0668 -0.99
C 4.3670 -0.0115 3.1926 -0.96
C 3.8404 0.5046 2.0131 -0.43
C 2.5032 0.2866 1.6769 0.20
N 1.9059 0.6935 0.4803 -0.52
C 2.5965 0.9699 -0.6739 0.94
C 3.8767 0.5368 -0.9949 -0.69
C 4.4649 0.7696 -2.1849 -0.92
C 3.8125 1.5312 -3.1569 -1.04
C 2.5193 1.9494 -2.8978 -0.86
C 1.9169 1.7300 -1.6627 0.49
P 0.1881 2.1570 -1.3758 -0.34
C -0.7531 1.4831 -2.8013 1.04
C -0.7041 -0.0548 -2.7923 -1.24
C -2.1078 2.1958 -2.7127 -1.83
C 0.1894 4.1046 -1.4408 0.31
C 0.8756 4.7519 -2.6318 -1.75
C 0.9165 4.4704 -0.1084 -1.11
H -0.2185 -4.4185 2.3746 0.43
H -0.9212 -3.3896 3.5908 0.29
H 0.7960 -3.3146 3.3517 0.20
H -1.3657 -2.4190 1.4168 0.39
H 1.5353 -2.5090 0.6728 0.21
H 0.2278 -1.8021 -0.2366 0.21
H 0.1534 -3.5367 0.0831 0.74
H -1.3809 0.9139 3.5674 0.43
H -0.2530 -1.4283 5.1543 0.23
H -1.3046 -0.0709 5.8305 0.47
H 0.3721 0.1557 5.2001 0.42
H -2.4750 -2.0076 3.6683 0.16
H -2.9969 -0.8518 2.6063 0.14
H -3.2306 -0.5468 4.3204 0.54
H 1.6002 -1.4933 4.4301 0.44
H 3.8926 -1.0134 5.0264 0.49
H 5.3752 0.2295 3.5711 0.32
H 4.4877 1.2072 1.5116 0.81
H 4.4388 -0.0068 -0.2047 0.58
H 5.4274 0.3419 -2.4073 0.44
H 4.2654 1.6857 -4.1341 0.42
H 1.9726 2.5390 -3.5988 0.49
H -0.2125 1.8083 -3.6772 0.68
H -1.4795 -0.4598 -2.1419 -0.13
H 0.2666 -0.3719 -2.4869 0.28
H -0.8090 -0.4373 -3.7953 0.65
H -2.5080 2.2637 -1.6845 0.42
H -2.8831 1.7166 -3.3299 0.40
H -2.1018 3.2475 -3.0169 0.40
H -0.8377 4.3708 -1.4628 0.74
H 1.9390 4.6432 -2.6178 0.36
H 0.5776 5.7892 -2.5724 0.55
H 0.4661 4.3650 -3.5760 0.33
H 1.9421 4.0179 -0.1181 0.15
H 0.2879 4.1050 0.7112 0.32
H 1.0688 5.5698 -0.0355 0.46
C -3.5156 -0.1906 -0.2393 -0.95
O -2.9518 -1.4490 -0.4031 -0.06
C -3.6978 -2.2214 -1.3724 -0.46
C -2.9896 -3.5116 -1.5870 -0.68
O -1.8023 -3.3808 -2.3551 -0.25
C -2.0261 -3.2636 -3.7621 -0.78
H -4.5398 -0.3079 0.0288 0.52
H -3.4711 0.3790 -1.1578 0.16
H -3.0285 0.3450 0.6307 0.10
H -3.7872 -1.7190 -2.2894 0.28
H -4.7008 -2.4262 -0.9917 0.49
H -3.7064 -4.2234 -2.0289 0.40
H -2.6666 -3.8820 -0.5911 0.21
H -2.6528 -4.1017 -4.2053 0.30
H -1.0560 -3.1802 -4.2509 0.25
H -2.5956 -2.3763 -3.9110 0.33
```

Spin multiplicity: 3
Charge: +1
E_tot: -2101.50662 Eh
LUMO (spin up / spin down): -0.0786 / -0.1810 Eh